Entry 1:
{"formula": "C2H3IN2", "method": "the ωB97M-V functional and the def2-TZVPD basis", "de_lowest_ev": 2.510, "lumo_energy_ev": [-1.76, -1.80], "gap_ev": [7.3, 7.2], "energy_ha": -485.06553, "fmax_ha_per_bohr": 0.107, "total_charge": 0, "elements": ["C", "C", "N", "N", "I", "H", "H", "H"], "coordinates": [[-0.49649, -1.60775, -0.38507], [0.18870, 1.24765, -0.15110], [-0.45113, -2.38788, -1.27659], [-0.61703, -0.79420, 0.55685], [2.08606, 1.28000, 0.51384], [-0.13902, 1.28748, -1.12197], [-0.45910, 1.70249, 0.48574], [-0.11199, -0.72780, 1.37831]]}

Entry 2:
{"formula": "C2H3IN2O", "method": "the ωB97M-V functional and the def2-TZVPD basis", "de_lowest_ev": 0.513, "lumo_energy_ev": 0.36, "gap_ev": 9.9, "energy_ha": -560.43168, "smiles": "[H]/N=C(\\I)C(N)=O", "fmax_ha_per_bohr": 0.069, "total_charge": 0, "elements": ["H", "N", "C", "I", "C", "N", "O", "H", "H"], "coordinates": [[-0.59073, 2.64327, 0.06728], [-0.13214, 1.73983, -0.05186], [-0.82673, 0.72147, -0.08468], [-2.94520, 0.40840, -0.00518], [0.01859, -0.86606, -0.04371], [1.34224, -0.93049, 0.06557], [-0.63538, -1.87548, -0.07344], [1.86251, -0.13826, 0.33956], [1.90685, -1.70267, -0.21352]]}

Entry 3:
{"formula": "C2H3IN4", "method": "the ωB97M-V functional and the def2-TZVPD basis", "de_lowest_ev": 2.048, "lumo_energy_ev": [-13.59, -13.60], "gap_ev": [6.8, 6.8], "energy_ha": -593.85223, "fmax_ha_per_bohr": 0.094, "total_charge": 2, "elements": ["C", "C", "N", "N", "N", "N", "I", "H", "H", "H"], "coordinates": [[0.60268, 0.08381, 0.00707], [-1.85178, 0.14182, -0.04009], [-0.06210, 1.38908, 0.01919], [-1.26961, 1.31042, -0.01909], [-0.26431, -0.87500, -0.02424], [1.90385, 0.11924, 0.03063], [-3.70395, -0.57859, 0.00947], [-0.23255, -1.88417, -0.08145], [2.39503, 1.02023, 0.05898], [2.48273, -0.72684, 0.03953]]}

Entry 4:
{"formula": "C2H3INO2", "method": "the ωB97M-V functional and the def2-TZVPD basis", "de_lowest_ev": 1.634, "lumo_energy_ev": 2.88, "gap_ev": 6.6, "energy_ha": -580.96139, "smiles": "O=C([O-])CNI", "fmax_ha_per_bohr": 0.077, "total_charge": -1, "elements": ["O", "C", "O", "C", "N", "I", "H", "H", "H"], "coordinates": [[1.53846, -1.26731, 0.73639], [1.28736, -0.29004, 0.00211], [2.18050, 0.08667, -0.86127], [-0.03284, 0.54641, 0.10253], [-1.20718, -0.04965, -0.58120], [-1.71124, -1.91144, 0.14973], [-0.22638, 0.81696, 1.18196], [0.17044, 1.52322, -0.41927], [-1.99911, 0.54518, -0.31098]]}

Entry 5:
{"formula": "C2H3INOS", "method": "the ωB97M-V functional and the def2-TZVPD basis", "de_lowest_ev": 1.528, "lumo_energy_ev": -4.96, "gap_ev": 8.5, "energy_ha": -903.44263, "fmax_ha_per_bohr": 0.111, "total_charge": 1, "elements": ["C", "C", "N", "O", "S", "I", "H", "H", "H"], "coordinates": [[0.50912, -0.01118, -0.30804], [-0.69407, -0.07144, -0.36312], [1.89414, 0.16974, -0.06924], [-2.19846, -1.50267, 1.10331], [-2.37757, -0.73012, -0.29417], [-3.43864, 1.47057, 0.02914], [2.11228, 1.21792, -0.18465], [2.29860, -0.48959, -0.82962], [1.89462, -0.05322, 0.91640]]}

Entry 6:
{"formula": "C2H3IO", "method": "the ωB97M-V functional and the def2-TZVPD basis", "de_lowest_ev": 5.334, "lumo_energy_ev": [-1.20, -1.20], "gap_ev": [7.2, 7.2], "energy_ha": -450.73276, "fmax_ha_per_bohr": 0.067, "total_charge": 0, "elements": ["C", "C", "O", "I", "H", "H", "H"], "coordinates": [[0.01335, 0.85921, 0.52127], [0.53508, -0.30467, 0.68841], [0.33672, -1.44857, -1.35310], [-1.26053, -0.80913, -2.05559], [-0.26432, 1.43135, 1.40998], [-0.61715, 1.18211, -0.39363], [1.25684, -0.91028, 1.18265]]}

Entry 7:
{"formula": "C2H3IO2", "method": "the ωB97M-V functional and the def2-TZVPD basis", "de_lowest_ev": 2.312, "lumo_energy_ev": 0.40, "gap_ev": 10.2, "energy_ha": -526.11394, "smiles": "O=CI.C=O", "fmax_ha_per_bohr": 0.058, "total_charge": 0, "elements": ["O", "C", "I", "H", "C", "O", "H", "H"], "coordinates": [[-0.96844, -0.89838, -2.05791], [-0.49299, -1.36059, -1.09502], [1.54703, -1.43635, -0.61573], [-1.04241, -1.98029, -0.24569], [0.27851, 1.47528, 1.05891], [-0.51271, 0.74763, 0.54024], [1.39306, 1.13046, 0.93395], [-0.20205, 2.32225, 1.48125]]}

Entry 8:
{"formula": "C2H3IOS", "method": "the ωB97M-V functional and the def2-TZVPD basis", "de_lowest_ev": 2.912, "lumo_energy_ev": [-1.51, -1.89], "gap_ev": [7.8, 6.5], "energy_ha": -849.01548, "fmax_ha_per_bohr": 0.049, "total_charge": 0, "elements": ["C", "C", "O", "S", "I", "H", "H", "H"], "coordinates": [[1.80208, -0.90857, 0.84310], [-1.49477, 0.43797, -0.58426], [1.07963, -1.27453, 1.67169], [0.09478, 0.33249, -1.43666], [3.66328, 0.21043, 0.87248], [-1.65040, -0.67109, -0.53704], [-2.27746, 0.90274, -1.24429], [-1.21713, 0.97056, 0.41498]]}

Entry 9:
{"formula": "C2H3LiOZn", "method": "the ωB97M-V functional and the def2-TZVPD basis", "multiplicity": 2, "de_lowest_ev": 0.000, "lumo_energy_ev": [-4.84, -5.94], "gap_ev": [8.7, 7.7], "energy_ha": -1939.72470, "fmax_ha_per_bohr": 0.032, "total_charge": 1, "elements": ["O", "C", "Zn", "Li", "H", "C", "H", "H"], "coordinates": [[-0.87174, -0.10330, -1.81617], [-0.40868, 0.96471, -1.31573], [-0.53356, -1.22146, -0.38921], [0.27755, 1.29079, 0.56540], [-0.45272, 1.79496, -2.06922], [0.44656, -0.91432, 1.30458], [0.00509, -1.02908, 2.30684], [1.53750, -0.78230, 1.41350]]}

Entry 10:
{"formula": "C2H3MgO2Rb", "method": "the ωB97M-V functional and the def2-TZVPD basis", "multiplicity": 2, "de_lowest_ev": 0.285, "lumo_energy_ev": [-4.20, -4.22], "gap_ev": [4.4, 8.3], "energy_ha": -452.39188, "fmax_ha_per_bohr": 0.108, "total_charge": 1, "elements": ["H", "O", "C", "C", "O", "Rb", "Mg", "H", "H"], "coordinates": [[-1.13784, -1.34449, -1.30638], [2.15139, -0.60313, -1.62406], [1.40700, -1.65550, -1.35084], [0.09072, -1.45485, -0.70736], [0.04702, -0.31966, 0.08666], [-3.11164, 0.64263, 1.24146], [1.45410, 0.84934, -0.56468], [1.69299, -2.64191, -1.73738], [-0.23026, -2.35142, -0.15071]]}

Entry 11:
{"formula": "C2H3N", "method": "the ωB97M-V functional and the def2-TZVPD basis", "de_lowest_ev": 2.425, "lumo_energy_ev": 0.12, "gap_ev": 11.4, "energy_ha": -132.66257, "smiles": "CC#N", "fmax_ha_per_bohr": 0.032, "total_charge": 0, "elements": ["C", "C", "N", "H", "H", "H"], "coordinates": [[0.12381, 0.26182, -0.30013], [-0.88964, -0.79919, 0.38017], [-0.18638, -0.92828, 1.31498], [-0.47731, 1.15685, -0.39561], [1.04856, 0.50355, 0.24378], [0.37645, -0.20404, -1.24354]]}

Entry 12:
{"formula": "C2H3N2O", "method": "the ωB97M-V functional and the def2-TZVPD basis", "de_lowest_ev": 1.323, "lumo_energy_ev": -6.04, "gap_ev": 13.3, "energy_ha": -262.42907, "smiles": "CC(=O)[N+]#N", "fmax_ha_per_bohr": 0.084, "total_charge": 1, "elements": ["C", "C", "O", "N", "N", "H", "H", "H"], "coordinates": [[-0.01383, -0.00471, -0.25793], [0.54045, 1.03718, -1.01016], [0.47688, 1.63979, -1.98038], [1.97541, 1.53999, -0.17186], [2.99652, 1.79050, 0.08843], [-0.34966, 0.49285, 0.77134], [0.45199, -0.97293, -0.09737], [-0.87450, -0.23522, -0.76582]]}